Record 1
This record from the OMol25 dataset describes a structure of composition C3H4AgO3. The level of theory is ωB97M-V/def2-TZVPD.

The total energy is -13302.2212 eV. Its HOMO energy (alpha / beta) is -13.1 / -13.1 eV. The calculation puts the largest force on an atom at 11.7 eV/A. For the relative energy (zero: lowest compared OMol25 entry of this formula, charge and spin), the calculation gives 7.7793 eV.

ORCA input file:
```
! RIJCOSX wB97M-V def2-TZVPD def2/J DEFGRID3
* xyz 1 1
O 1.58 0.07 -1.49
C 1.02 0.90 -0.81
C -0.43 1.08 -0.54
H -0.59 1.84 0.24
H -1.09 0.89 -1.40
H 0.64 1.99 -1.38
Ag 1.09 -2.32 -0.41
O -0.11 -0.34 0.19
C -0.61 -0.45 1.41
O -0.56 -1.74 1.65
H -0.93 -1.93 2.52
*
```

Record 2
This record from the OMol25 dataset describes a structure of composition C3H4AlO2. The level of theory is ωB97M-V/def2-TZVPD.

The total energy is -13842.3718 eV. Its HOMO energy (alpha / beta) is -20.0 / -21.8 eV. The calculation puts the largest force on an atom at 5.1 eV/A. For the relative energy (zero: lowest compared OMol25 entry of this formula, charge and spin), the calculation gives 0.5391 eV.

ORCA input file:
```
! RIJCOSX wB97M-V def2-TZVPD def2/J DEFGRID3
* xyz 2 2
O 0.26 0.67 -1.19
C 1.02 1.17 -0.24
Al 1.59 -0.35 1.22
O 2.07 1.76 -0.37
C -0.65 -0.35 -0.67
H -1.65 0.00 -0.96
H -0.42 -1.28 -1.21
C -0.43 -0.45 0.82
H -0.99 0.28 1.42
H -0.78 -1.43 1.18
*
```

Record 3
This record from the OMol25 dataset describes a structure of composition C3H4AlO3. The level of theory is ωB97M-V/def2-TZVPD.

The total energy is -15847.3807 eV. Its HOMO energy (alpha / beta) is -30.3 / -30.3 eV. The calculation puts the largest force on an atom at 11.2 eV/A.

ORCA input file:
```
! RIJCOSX wB97M-V def2-TZVPD def2/J DEFGRID3
* xyz 4 2
O 1.24 0.74 1.47
Al 4.03 -0.19 -0.33
O 2.65 -0.30 0.14
C 1.54 -0.08 0.53
O 0.43 -0.43 -0.22
C -0.73 -0.08 0.25
C -1.83 0.09 -0.66
H -0.96 -0.28 1.31
H -2.59 -0.67 -0.45
H -2.30 1.05 -0.33
H -1.49 0.15 -1.71
*
```

Record 4
This record from the OMol25 dataset describes a structure of composition C3H4BiLiO4. The level of theory is ωB97M-V/def2-TZVPD.

The total energy is -17374.2464 eV. Its HOMO energy (alpha / beta) is -21.0 / -21.0 eV. The calculation puts the largest force on an atom at 7.8 eV/A. For the relative energy (zero: lowest compared OMol25 entry of this formula, charge and spin), the calculation gives 3.7121 eV.

ORCA input file:
```
! RIJCOSX wB97M-V def2-TZVPD def2/J DEFGRID3
* xyz 3 2
H 0.12 0.39 -1.74
C 0.75 -0.22 -1.09
C 1.00 -1.64 -1.29
O 1.98 -0.61 -1.54
H 1.21 -2.28 -0.43
H 0.59 -2.12 -2.18
O -1.42 -0.12 0.83
C -0.37 0.46 0.99
O 0.70 0.39 0.20
Bi -3.33 -0.82 1.21
H 0.57 2.04 0.99
Li -1.51 2.84 2.55
O -0.29 1.68 1.51
*
```

Record 5
This record from the OMol25 dataset describes a structure of composition C3H4BiLiO4. The level of theory is ωB97M-V/def2-TZVPD.

The total energy is -17353.1590 eV. Its HOMO energy (alpha / beta) is -29.2 / -24.6 eV. The calculation puts the largest force on an atom at 5.7 eV/A. For the relative energy (zero: lowest compared OMol25 entry of this formula, charge and spin), the calculation gives 2.5476 eV.

ORCA input file:
```
! RIJCOSX wB97M-V def2-TZVPD def2/J DEFGRID3
* xyz 4 1
O 0.68 -0.57 -0.49
C -0.04 0.23 -1.36
C 0.60 -0.48 0.82
O 0.29 0.02 -2.54
O -0.80 1.07 -0.89
C -0.03 -1.33 1.70
Bi -0.02 0.19 -4.45
H 0.55 -1.65 2.56
H -0.59 -2.14 1.23
Li -2.26 2.13 -1.31
O 0.60 0.76 1.43
H 0.95 1.49 0.87
H 0.08 0.27 2.44
*
```

Record 6
This record from the OMol25 dataset describes a cluster of 2 separate species, C3H4Br2Cl2O in total. The level of theory is ωB97M-V/def2-TZVPD.

The total energy is -170351.1556 eV. Its HOMO energy is -9.7 eV. The calculation puts the largest force on an atom at 5.0 eV/A. For the relative energy (zero: lowest compared OMol25 entry of this formula, charge and spin), the calculation gives 1.4747 eV.

ORCA input file:
```
! RIJCOSX wB97M-V def2-TZVPD def2/J DEFGRID3
* xyz 0 1
C 0.27 0.56 -0.50
C -0.82 -1.06 0.22
C 1.05 1.09 0.64
O -1.07 -1.88 -0.80
Cl -2.41 -0.34 0.87
Cl 2.17 -0.12 1.17
Br 1.16 -0.32 -1.92
Br 2.04 2.75 0.29
H -0.64 1.15 -0.77
H -0.44 -1.66 0.94
H 0.24 1.29 1.35
H -1.54 -1.46 -1.49
*
```